[1]
The following is a quantum chemistry calculation of an isolated ion of composition C19H34BrF4N4O3 and charge +1 in a non-equilibrium geometry, from OMol25.

CARTESIAN COORDINATES (ANGSTROEM)
H 0.5204 -3.7066 -0.2004
N 1.0529 -4.5237 -0.5040
C 2.1454 -4.2121 -1.0692
C 3.0912 -5.3142 -1.4960
C 2.5983 -2.7669 -1.2807
N 1.7856 -1.9685 -2.2596
C 0.5439 -1.5352 -1.7752
N -0.5750 -1.9167 -2.3737
C -0.7153 -2.8075 -3.5366
F -2.0267 -2.9016 -3.6646
F -0.2253 -3.9782 -3.2952
C -0.1106 -2.2184 -4.8518
F 1.0560 -2.7835 -5.0887
F -0.9352 -2.5012 -5.8423
N 0.5290 -0.6772 -0.7593
C 1.5597 0.4027 -0.6912
Br 1.9994 0.6146 1.1830
C 1.0718 1.7354 -1.3196
C -0.4413 1.9397 -1.5618
C -1.3840 2.0545 -0.3259
C -2.6503 1.1677 -0.4509
C -3.4241 0.8145 0.8404
C -2.6076 0.2009 2.0032
C -2.8437 0.9044 3.3679
C -1.6062 1.1345 4.2717
C -1.5131 2.5730 4.8291
C -0.6406 3.5429 4.0458
O 0.7227 3.1777 4.1601
C 1.5783 4.1252 3.5525
O 2.7368 -0.0428 -1.3107
C 2.5206 -0.7022 -2.5464
O 3.7235 -0.9521 -3.1356
H 4.1134 -4.9394 -1.6184
H 2.7558 -5.7514 -2.4425
H 3.1034 -6.0828 -0.7194
H 2.6474 -2.2833 -0.2941
H 3.6072 -2.7522 -1.6994
H -1.4560 -1.5301 -2.0429
H 0.0167 -1.1328 -4.7901
H -0.3728 -0.3797 -0.3964
H 1.4510 2.5411 -0.6801
H 1.5938 1.8496 -2.2800
H -0.5163 2.8668 -2.1429
H -0.8044 1.1508 -2.2374
H -0.8527 1.8474 0.6108
H -1.7135 3.0985 -0.2485
H -3.3506 1.6765 -1.1243
H -2.3851 0.2203 -0.9619
H -3.9619 1.7026 1.1972
H -4.2030 0.1033 0.5349
H -2.8994 -0.8523 2.1214
H -1.5359 0.1838 1.7751
H -3.3269 1.8777 3.2032
H -3.5717 0.3035 3.9258
H -0.6920 0.9096 3.7089
H -1.6178 0.4391 5.1180
H -2.5165 3.0185 4.8758
H -1.1156 2.5380 5.8516
H -0.9279 3.5859 2.9761
H -0.7849 4.5573 4.4561
H 1.3073 5.1525 3.8419
H 2.6002 3.9281 3.8881
H 1.5465 4.0555 2.4531
H 1.8824 -0.1112 -3.2233
H 4.4436 -0.6700 -2.5508

Cartesian forces (eV/Å) of the 2 atoms listed first:
-0.02 0.02 -0.01
0.18 0.15 -0.04

As for the charge: +1. The HOMO energy comes out at -11.930 eV. As for the SMILES: [H]/N=C(/C)C[N+]1=C(NC(F)(F)C(F)F)N[C@](Br)(CCCCCCCCCCOC)O[C@H]1O. The gap between HOMO and LUMO is 7.9 eV.

[2]
The following is a quantum chemistry calculation of a 7-piece molecular cluster, C24H28BrO22P overall, from OMol25.

CARTESIAN COORDINATES (ANGSTROEM)
O -2.9199 3.0102 -2.1513
C -2.2681 2.0038 -1.9385
C -1.7042 1.1839 -3.0184
C -1.0594 0.0478 -2.7475
C -0.8759 -0.4565 -1.3665
O -0.2591 -1.4846 -1.1689
C -1.4135 0.3738 -0.2395
P -1.3732 0.0195 1.5747
O 0.2133 0.3402 1.8766
Br -1.2791 -2.2140 1.6912
C -2.0344 1.5375 -0.5282
O -2.4114 2.4221 0.4378
H -1.8241 1.5632 -4.0280
H -0.5967 -0.5352 -3.5369
H 0.6936 0.6205 1.0825
H -3.3704 2.4277 0.5602
O 0.9112 2.1733 -1.8994
C 1.9891 1.8943 -1.4807
O 2.2760 1.7140 -0.1697
C 3.5939 1.1454 -0.0677
C 4.2238 1.5745 -1.3798
O 3.0807 1.6823 -2.2392
H 4.0903 1.5327 0.8165
H 3.5005 0.0633 0.0124
H 4.7053 2.5510 -1.3163
H 4.9184 0.8479 -1.7902
O -5.2105 6.9173 -6.8273
C -5.1666 6.1213 -5.9428
O -4.2585 6.1306 -4.9450
C -4.6260 5.1367 -3.9734
C -5.4749 4.1949 -4.8051
O -6.0016 5.0683 -5.8155
H -3.7372 4.6616 -3.5713
H -5.1846 5.6181 -3.1695
H -4.8720 3.4264 -5.2890
H -6.2861 3.7224 -4.2593
O 5.8148 -2.2919 3.6075
C 4.6489 -2.0773 3.7308
O 3.8551 -1.5802 2.7599
C 2.4838 -1.6781 3.1890
C 2.6363 -1.7275 4.6984
O 3.9438 -2.3011 4.8547
H 1.9043 -0.8285 2.8436
H 2.0580 -2.5982 2.7872
H 2.6385 -0.7346 5.1496
H 1.9016 -2.3535 5.1952
O -3.0544 1.8281 -5.8963
C -2.8639 2.6104 -6.7752
O -3.7673 2.9367 -7.7195
C -3.2927 4.0916 -8.4301
C -1.7943 4.0097 -8.1918
O -1.7273 3.3171 -6.9372
H -3.5803 4.0177 -9.4743
H -3.7411 4.9830 -7.9888
H -1.2830 3.4097 -8.9458
H -1.3094 4.9767 -8.0989
O 5.8188 -7.4518 7.2121
C 6.3068 -6.8098 6.3405
O 5.6165 -6.0884 5.4298
C 6.5380 -5.2752 4.6899
C 7.8374 -6.0413 4.8604
O 7.6382 -6.6988 6.1161
H 6.2051 -5.1889 3.6600
H 6.5728 -4.2824 5.1366
H 7.9799 -6.8002 4.0890
H 8.7171 -5.4066 4.9150
O -2.8629 -1.2199 4.6136
C -3.1313 -2.2272 5.1783
O -2.2940 -3.2838 5.3146
C -2.8756 -4.2171 6.2289
C -4.3527 -3.8753 6.1363
O -4.3185 -2.4917 5.7752
H -2.6357 -5.2297 5.9174
H -2.4685 -4.0325 7.2244
H -4.8587 -4.4311 5.3454
H -4.8930 -3.9944 7.0710

Cartesian forces (eV/Å) of the 2 atoms listed first:
0.24 -0.43 0.19
-0.30 0.27 -0.17

The HOMO energy comes out at -8.871 eV. As for the SMILES: O=C1C=CC(=O)C(P(O)Br)=C1O.O=C1OCCO1.O=C1OCCO1.O=C1OCCO1.O=C1OCCO1.O=C1OCCO1.O=C1OCCO1. The gap between HOMO and LUMO is 7.4 eV.

[3]
The following is a quantum chemistry calculation of an isolated ion of composition C3H8N5S and charge +1 in a non-equilibrium geometry, from OMol25.

CARTESIAN COORDINATES (ANGSTROEM)
C -2.6677 0.3137 0.3679
C 1.5955 0.6070 -1.2782
C 1.2056 -0.0966 1.1128
N -1.7057 1.1545 0.1459
N -2.5232 -0.9593 0.3645
N -1.5861 -1.6972 0.1740
N 0.8127 0.0239 -0.2567
N -0.8352 1.6864 -0.3385
S -0.1897 -1.2917 -0.7801
H -3.6460 0.7249 0.6981
H 2.4761 -0.0235 -1.5092
H 0.8392 0.8417 -2.1004
H 2.0782 1.5630 -1.0444
H 1.6016 -1.1318 1.3863
H 1.7235 0.7420 1.4715
H 0.3050 -0.1991 1.6535
H 0.5161 -2.2578 -0.0670

Cartesian forces (eV/Å) of the 2 atoms listed first:
-3.87 1.44 1.59
0.72 0.53 -2.09

As for the charge: +1. The HOMO energy comes out at -13.542 eV. The calculation puts the energy above the lowest of the compared OMol25 structures with the same formula, charge and spin at 138.2 kcal per mole. The gap between HOMO and LUMO is 8.1 eV.

[4]
The following is a quantum chemistry calculation of C30H45ErNO3P2S as an isolated structure in a non-equilibrium geometry, from OMol25.

CARTESIAN COORDINATES (ANGSTROEM)
Er -1.4047 0.7178 -0.3626
C -1.4292 2.6967 -2.0307
C -1.0857 1.5567 -2.8294
C -3.2426 1.2565 -2.0461
C -2.7778 2.5247 -1.5878
C -2.1913 0.6445 -2.7980
C -0.6132 3.9308 -1.8677
H 0.4457 3.7278 -2.0608
H -0.7022 4.3255 -0.8463
H -0.9471 4.7204 -2.5604
C -3.6182 3.5598 -0.9242
H -2.9891 4.3503 -0.5106
H -4.1981 3.1185 -0.1027
H -4.3378 4.0113 -1.6287
C -4.6218 0.7198 -1.9002
H -5.3061 1.1029 -2.6758
H -5.0306 0.9983 -0.9207
H -4.6143 -0.3734 -1.9475
C -2.3388 -0.5871 -3.6202
H -2.9094 -0.3706 -4.5366
H -2.8786 -1.3651 -3.0672
H -1.3657 -0.9944 -3.9083
C 0.0670 1.4703 -3.7644
H -0.2108 1.8916 -4.7464
H 0.3753 0.4323 -3.9255
H 0.9294 2.0339 -3.3956
C 4.9215 -0.5391 2.2318
C 5.4331 0.1622 1.2102
C 6.3516 -0.3490 0.1450
C 6.3176 -1.8692 -0.1513
C 4.9554 -2.4379 -0.4133
C 4.0950 -2.9210 0.4939
C 4.3395 -3.0186 1.9675
C 5.2649 -1.9500 2.5952
H 7.3923 -0.0713 0.3878
H 6.8816 -2.4145 0.6173
H 6.1180 0.1753 -0.7957
H 6.3166 -2.1992 2.4044
H 4.2631 -0.0414 2.9568
H 5.2758 1.2505 1.1821
H 5.1257 -2.0317 3.6862
H 3.3691 -2.9678 2.4868
H 3.1789 -3.4242 0.1533
H 4.7585 -4.0104 2.2146
H 6.8862 -1.9993 -1.0881
H 4.7182 -2.5279 -1.4833
P 1.2484 0.9861 0.3939
C 1.4971 1.6214 2.0832
C 2.8133 1.3797 -0.4251
P 0.1545 -1.6109 -0.6409
C 1.3713 -0.8802 0.6096
C 1.3258 -2.0624 -1.9718
C -0.3017 -3.2597 -0.0293
H 0.5349 1.5690 2.6168
H 1.8052 2.6771 2.0098
H 2.2686 1.0224 2.5973
H 3.6229 0.8863 0.1278
H 2.9687 2.4705 -0.4049
H 2.8240 1.0457 -1.4730
H 0.5992 -3.8911 0.0346
H -1.0125 -3.6837 -0.7558
H -0.8112 -3.2062 0.9437
H 1.1090 -1.1804 1.6344
H 2.3999 -1.2164 0.3814
H 0.7792 -2.6590 -2.7166
H 2.1595 -2.6568 -1.5654
H 1.7225 -1.1735 -2.4825
O -2.2756 1.7282 1.4272
C -3.0300 0.7007 1.6900
N -2.8033 -0.4224 0.9708
S -3.8057 -1.7414 1.3563
O -4.4677 -2.1379 0.1385
O -3.0173 -2.6819 2.1226
C -4.8194 -0.6538 2.3343
C -6.1383 -0.8599 2.7350
C -6.8384 0.2157 3.3058
C -6.1895 1.4370 3.5514
C -4.8746 1.6400 3.1502
C -4.2108 0.5851 2.5206
H -6.6079 -1.8309 2.5994
H -7.8953 0.1104 3.5627
H -6.7349 2.2384 4.0416
H -4.3371 2.5796 3.2894

Cartesian forces (eV/Å) of the 2 atoms listed first:
-0.37 0.76 -1.39
-0.70 -0.75 -0.54

As for the charge: +1. The HOMO energy (alpha / beta) comes out at -10.531 / -10.514 eV. The spin multiplicity is 4. The calculation puts the energy above the lowest of the compared OMol25 structures with the same formula, charge and spin at 0.0 kcal per mole. The gap between HOMO and LUMO (alpha / beta) is 7.4 / 7.4 eV.